The following is a quantum chemistry calculation of a structure of composition C61H56F4O4P2Pd in a non-equilibrium geometry, from the OMol25 dataset.

Geometry (Å):
C -2.1198 1.6236 -3.4208
C -1.4761 2.5305 -2.4173
O -1.2013 1.7171 -1.2641
C -0.7161 2.4645 -0.2483
C -0.1813 1.6845 0.9045
C 1.3343 1.8315 0.9996
C 1.8052 3.2634 1.2321
C 1.9896 1.2839 -0.2634
C -0.6740 0.2789 0.9236
O -1.7914 -0.0855 0.5721
O 0.2357 -0.5711 1.4585
C 0.0294 -1.9944 1.2393
C -1.1311 -2.5552 2.0088
O -0.7303 3.6892 -0.2906
H -2.2487 2.1579 -4.3623
H -1.5138 0.7326 -3.6031
H -3.1040 1.3051 -3.0673
H -0.5318 2.9450 -2.8071
H -2.1425 3.3601 -2.1425
H 1.6666 1.2388 1.8575
H 1.5197 3.5973 2.2350
H 2.9039 3.2680 1.1659
H 1.3775 3.9336 0.4768
H 1.5293 0.3270 -0.5262
H 1.8701 2.0063 -1.0801
H 3.0599 1.1298 -0.0881
H -0.1174 -2.1548 0.1661
H 0.9715 -2.4450 1.5561
H -1.2274 -3.6191 1.7840
H -0.9906 -2.4459 3.0886
H -2.0486 -2.0509 1.6981
F -8.1492 4.5015 4.0685
C -7.0500 4.1419 4.8137
C -7.1457 4.2860 6.2079
C -6.0367 3.9178 6.9427
F -6.0142 4.1975 8.2894
C -4.8091 3.4596 6.3604
C -4.7972 3.2915 4.9059
C -3.5986 2.7960 4.3457
C -3.2840 2.6365 3.0000
C -1.9592 2.4342 2.5902
C -0.8748 2.7370 3.4762
C 0.2516 1.8904 3.6484
C 1.2662 2.2506 4.5277
F 2.4136 1.4832 4.5542
C 1.1834 3.3258 5.4047
C 0.0257 4.0906 5.3117
F -0.1911 5.0784 6.2537
C -0.9420 3.8699 4.3423
Pd -4.8317 1.4331 7.0472
P -6.3630 -0.1774 6.6955
C -7.2378 0.2930 5.1742
C -6.5829 0.1245 3.9420
C -7.2060 0.5331 2.7646
C -8.4681 1.1293 2.8130
C -9.1060 1.3219 4.0404
C -8.4981 0.9012 5.2227
C -5.8979 -1.9027 6.4059
C -6.7099 -2.7405 5.6186
C -6.3590 -4.0784 5.4344
C -5.2004 -4.5871 6.0310
C -4.3881 -3.7559 6.8081
C -4.7267 -2.4166 6.9876
C -7.5561 -0.1514 8.0609
C -8.1184 -1.3356 8.5745
C -8.9693 -1.2724 9.6791
C -9.2510 -0.0454 10.2885
C -8.6882 1.1298 9.7843
C -7.8596 1.0793 8.6638
P -3.1609 0.9547 8.4710
C -2.8678 2.4719 9.4194
C -3.5606 2.7063 10.6205
C -3.4673 3.9561 11.2354
C -2.6790 4.9649 10.6736
C -1.9820 4.7282 9.4831
C -2.0789 3.4875 8.8554
C -3.5410 -0.3817 9.6417
C -2.6332 -1.4307 9.8905
C -3.0404 -2.5362 10.6386
C -4.3399 -2.6041 11.1482
C -5.2298 -1.5476 10.9392
C -4.8276 -0.4330 10.2065
C -1.5433 0.5537 7.7693
C -0.3688 0.8316 8.4964
C 0.8672 0.4159 8.0023
C 0.9367 -0.2775 6.7925
C -0.2214 -0.5123 6.0492
C -1.4615 -0.1035 6.5303
C -5.9299 3.6596 4.1587
H -8.0492 4.6856 6.6626
H -3.8692 3.7730 6.8311
H -2.8487 2.4918 5.0771
H -4.0938 2.5933 2.2665
H -1.8393 2.0721 1.5777
H 0.3044 0.9360 3.1238
H 1.9546 3.5255 6.1443
H -1.7994 4.5387 4.2785
H -5.5875 -0.3229 3.9094
H -6.7027 0.3854 1.8071
H -8.9562 1.4557 1.8926
H -10.0810 1.8085 4.0834
H -9.0015 1.0374 6.1815
H -7.6102 -2.3404 5.1465
H -6.9952 -4.7209 4.8235
H -4.9306 -5.6342 5.8878
H -3.4866 -4.1502 7.2814
H -4.0917 -1.7568 7.5852
H -7.8901 -2.2937 8.1049
H -9.4125 -2.1923 10.0669
H -9.9091 -0.0052 11.1579
H -8.8948 2.0920 10.2535
H -7.4232 2.0014 8.2663
H -4.1606 1.9106 11.0643
H -4.0190 4.1405 12.1619
H -2.6070 5.9373 11.1627
H -1.3615 5.5072 9.0418
H -1.5300 3.3008 7.9287
H -1.6145 -1.3741 9.5015
H -2.3350 -3.3501 10.8183
H -4.6585 -3.4787 11.7163
H -6.2417 -1.5861 11.3430
H -5.5247 0.3934 10.0463
H -0.4211 1.3608 9.4485
H 1.7769 0.6312 8.5670
H 1.9045 -0.6226 6.4234
H -0.1520 -1.0194 5.0832
H -2.3706 -0.2924 5.9494
H -5.9136 3.5477 3.0711

Values from the calculation:
Net charge: 0
Relative energy (zero: lowest compared OMol25 entry of this formula, charge and spin) in eV: 1.023
Lowest unoccupied orbital energy in eV: -2.462
2S+1: 1
E in Eh: -3868.9642
Orbital gap in eV: 3.78